No. 1
{
  "formula": "C24H39AlB2Br2ClF3NO14",
  "method": "ωB97M-V with the def2-TZVPD basis set",
  "e_tot_ha": -8245.38401,
  "largest_force_ev_per_a": 1.314,
  "total_charge": 1,
  "e_homo_ha": -0.353,
  "e_lumo_ev": -7.8,
  "elements": ["C", "B", "O", "B", "C", "O", "C", "F", "F", "F", "C", "Br", "C", "C", "Br", "H", "H", "H", "H", "H", "H", "H", "H", "H", "H", "C", "C", "O", "C", "H", "H", "H", "H", "H", "H", "O", "H", "H", "C", "C", "O", "C", "O", "O", "C", "H", "H", "H", "H", "H", "H", "H", "H", "C", "C", "C", "O", "C", "C", "C", "O", "H", "H", "H", "H", "Al", "C", "C", "C", "O", "C", "O", "O", "H", "H", "H", "H", "H", "H", "C", "N", "O", "O", "H", "H", "H", "Cl"],
  "positions_angstrom": [[-3.88094, 1.37702, 3.07376], [-2.31027, 1.10638, 2.98187], [-1.64241, 1.44256, 1.80849], [-1.48414, 0.34391, 4.32444], [-2.41919, -0.90998, 4.81577], [-1.60129, -2.09480, 5.02152], [-2.18701, -3.21947, 5.42784], [-3.51880, -3.25541, 5.22053], [-1.64836, -4.25059, 4.76155], [-1.99841, -3.44667, 6.74009], [-1.24309, 1.45363, 5.46721], [-1.83360, 3.25304, 5.05174], [-0.64444, 1.25851, 6.65051], [-0.10785, -0.08882, 7.05109], [-0.34016, 2.64141, 7.91152], [-4.46007, 0.58086, 2.59231], [-4.15865, 2.34991, 2.66492], [-4.14064, 1.37847, 4.14039], [-1.74087, 0.73166, 1.16450], [-0.41547, -0.03300, 3.87823], [-3.10880, -1.17062, 4.00351], [-3.01486, -0.69791, 5.71192], [0.23109, -0.05691, 8.08499], [0.74102, -0.37212, 6.42806], [-0.88378, -0.84977, 6.99891], [1.35740, 4.52032, -0.31919], [1.34979, 4.63515, 1.23244], [1.89920, 5.50800, 1.81896], [0.57341, 3.50735, 1.88097], [1.96009, 5.37481, -0.68496], [1.80328, 3.59062, -0.67444], [0.30664, 4.55428, -0.63117], [1.01166, 2.54794, 1.61044], [-0.45912, 3.53060, 1.53901], [0.60326, 3.62985, 2.96225], [-6.67661, 2.24499, 3.69213], [-7.10112, 3.08662, 3.94862], [-7.41856, 1.65228, 3.46439], [1.41143, 8.89548, -4.56347], [0.00823, 8.34314, -4.65717], [-0.16837, 7.52012, -5.81891], [0.31070, 6.28290, -5.75799], [0.84048, 5.77723, -4.79228], [0.10980, 5.68841, -6.92031], [0.62316, 4.35053, -7.02223], [1.66902, 9.42421, -5.48117], [1.48341, 9.58938, -3.72614], [2.13885, 8.09819, -4.41507], [-0.72240, 9.14136, -4.77023], [-0.26381, 7.77350, -3.75927], [0.25636, 3.73431, -6.20506], [1.71113, 4.36693, -7.01993], [0.26025, 3.96696, -7.96969], [0.22418, -6.04972, 2.74924], [0.86588, -6.71667, 3.70402], [2.04950, -7.55930, 3.39014], [2.63337, -8.17074, 4.25654], [2.49178, -7.62044, 1.97136], [1.84948, -6.94767, 1.02064], [0.66526, -6.11418, 1.33612], [0.07807, -5.49722, 0.46924], [-0.63975, -5.43093, 2.94925], [0.56419, -6.68193, 4.74317], [3.35917, -8.23500, 1.76744], [2.15572, -6.97310, -0.01823], [-6.66802, 1.34816, 5.60118], [0.35066, -3.89316, -3.75569], [1.67740, -4.59600, -3.82695], [1.75634, -5.94118, -3.13824], [3.14697, -6.02348, -2.79675], [3.61447, -4.75738, -2.66356], [4.67664, -4.47022, -2.21889], [2.69431, -3.86815, -3.10941], [-0.37612, -4.39874, -4.39206], [-0.02691, -3.88761, -2.73116], [0.44281, -2.86539, -4.08442], [2.01065, -4.68085, -4.86682], [1.47060, -6.77947, -3.76813], [1.17202, -5.95983, -2.21403], [2.89128, -2.07446, -6.83291], [1.61084, -1.33459, -6.66151], [0.73399, -1.84551, -5.99321], [1.53143, -0.25370, -7.20266], [2.82244, -3.01222, -6.29593], [3.03152, -2.23093, -7.89810], [3.68107, -1.44614, -6.43299], [0.67307, 6.21274, -2.11123]],
  "lowdin_charge": [-0.07, -0.47, 0.09, -0.46, -0.12, 0.01, -0.72, 0.14, 0.15, 0.16, -0.59, 0.74, -0.78, -0.11, 0.72, 0.08, 0.07, 0.00, 0.12, 0.13, 0.10, 0.12, 0.06, 0.10, 0.07, -0.11, -0.42, 0.17, 0.00, 0.02, 0.11, 0.04, 0.11, 0.08, 0.08, -0.15, 0.09, 0.06, -0.06, -0.22, 0.06, -0.60, 0.03, 0.03, -0.02, 0.09, 0.09, 0.07, 0.13, 0.05, 0.10, 0.10, 0.10, 0.02, 0.03, -0.38, 0.11, 0.03, 0.02, -0.38, 0.09, 0.10, 0.12, 0.13, 0.11, 0.99, -0.02, -0.33, -0.09, 0.06, -0.57, 0.17, 0.08, 0.10, 0.09, 0.05, 0.14, 0.14, 0.12, 0.06, -0.44, 0.05, 0.07, 0.08, 0.10, 0.11, 0.47]
}

***

No. 2
{
  "formula": "C21H21N3O4S",
  "method": "ωB97M-V with the def2-TZVPD basis set",
  "e_tot_ha": -1676.22868,
  "largest_force_ev_per_a": 1.681,
  "e_above_lowest_kj_mol": 230.48,
  "smiles": "COc1ccc(OC)c(-c2nnc(SCC(=O)N3CCCc4ccccc43)o2)c1",
  "total_charge": 0,
  "e_homo_ha": -0.289,
  "e_lumo_ev": 0.4,
  "elements": ["C", "H", "O", "C", "C", "C", "C", "C", "C", "H", "H", "O", "C", "H", "H", "H", "C", "N", "N", "C", "S", "C", "H", "H", "C", "O", "N", "C", "C", "C", "C", "C", "C", "C", "C", "C", "H", "H", "H", "H", "H", "H", "H", "H", "H", "H", "O", "H", "H", "H"],
  "positions_angstrom": [[-6.34886, -0.84938, -0.89861], [-7.30221, -1.33833, -1.09213], [-5.55892, -1.80905, -0.23417], [-4.30139, -1.45518, 0.14096], [-3.72044, -0.21949, -0.08938], [-2.42116, 0.04778, 0.34586], [-1.68368, -0.92877, 1.03380], [-2.27358, -2.17290, 1.24066], [-3.55570, -2.43220, 0.80358], [-4.00452, -3.39834, 0.97006], [-1.73428, -2.95706, 1.74666], [-0.43558, -0.58912, 1.46526], [0.31137, -1.55510, 2.16123], [0.54435, -2.41668, 1.52680], [1.23819, -1.06118, 2.44664], [-0.20740, -1.89088, 3.06509], [-1.88560, 1.34840, 0.02841], [-2.52022, 2.29698, -0.59774], [-1.67208, 3.32482, -0.75185], [-0.55063, 2.95753, -0.21403], [0.90167, 3.88257, -0.13556], [2.01392, 2.60080, 0.52903], [1.67604, 2.33992, 1.53197], [2.99352, 3.07527, 0.58211], [2.02893, 1.37494, -0.38542], [1.50845, 1.39570, -1.47626], [2.66193, 0.28514, 0.13607], [2.56123, -0.96481, -0.51818], [1.37836, -1.35284, -1.13774], [1.29953, -2.57700, -1.77531], [2.39200, -3.42712, -1.79664], [3.56057, -3.05433, -1.15640], [3.65829, -1.82890, -0.51882], [4.86836, -1.42021, 0.26474], [4.34735, -0.84138, 1.57724], [3.54660, 0.42398, 1.28706], [4.24976, 1.24166, 1.08927], [2.95979, 0.69318, 2.17395], [3.71710, -1.58853, 2.06493], [5.16326, -0.58899, 2.25557], [5.44095, -0.66004, -0.27373], [5.51989, -2.27590, 0.44305], [4.41290, -3.71856, -1.15073], [2.33108, -4.38060, -2.29898], [0.37588, -2.86700, -2.25301], [0.52239, -0.69988, -1.12221], [-0.61308, 1.72037, 0.32160], [-4.22879, 0.57538, -0.60811], [-5.89630, -0.54496, -1.84688], [-6.51252, 0.03475, -0.27531]],
  "lowdin_charge": [-0.08, 0.09, -0.08, -0.27, 0.05, -0.06, -0.21, -0.01, 0.01, 0.12, 0.11, -0.09, -0.07, 0.10, 0.08, 0.10, -0.26, 0.10, 0.05, -0.67, 1.03, -0.35, 0.09, 0.09, -0.50, 0.07, 0.03, -0.15, -0.01, -0.07, -0.09, -0.04, -0.17, -0.13, -0.16, -0.15, 0.13, 0.12, 0.12, 0.12, 0.13, 0.12, 0.11, 0.10, 0.11, 0.11, 0.06, 0.11, 0.10, 0.10]
}

***

No. 3
{
  "formula": "C4H7CuNO2",
  "method": "ωB97M-V with the def2-TZVPD basis set",
  "e_tot_ha": -2002.29484,
  "largest_force_ev_per_a": 2.533,
  "e_above_lowest_kj_mol": 0.00,
  "total_charge": -1,
  "e_homo_ha": -0.117,
  "e_lumo_ev": 3.6,
  "elements": ["Cu", "O", "H", "O", "H", "N", "C", "C", "C", "C", "H", "H", "H", "H", "H"],
  "positions_angstrom": [[-0.88176, -1.27493, -0.84667], [0.46930, -2.44788, -2.03687], [1.39030, -2.59864, -1.83952], [-1.32323, -2.66068, 0.65632], [-1.76231, -2.46433, 1.48494], [0.64683, 0.19851, 0.70374], [1.11097, 0.77720, -0.43903], [0.33721, 1.91040, -0.63189], [-0.56545, 2.01665, 0.45479], [-0.39893, 0.90174, 1.22525], [0.99207, -0.63371, 1.15406], [1.93361, 0.36220, -0.99002], [0.35388, 2.60363, -1.45943], [-1.39444, 2.70728, 0.43936], [-0.90807, 0.60258, 2.12498]],
  "lowdin_charge": [0.32, -0.50, -0.15, -0.48, -0.15, -0.01, -0.14, -0.13, -0.14, -0.16, 0.15, 0.11, 0.08, 0.08, 0.11]
}

***

No. 4
{
  "formula": "C39H58KN6O6P3Se2Si",
  "method": "ωB97M-V with the def2-TZVPD basis set",
  "e_tot_ha": -9017.59587,
  "largest_force_ev_per_a": 3.199,
  "e_above_lowest_kj_mol": 60.36,
  "total_charge": -2,
  "e_homo_ha": -0.009,
  "e_lumo_ev": 3.3,
  "elements": ["K", "N", "C", "C", "P", "O", "O", "O", "P", "O", "O", "O", "H", "H", "H", "H", "H", "H", "H", "H", "Se", "P", "Se", "C", "C", "C", "C", "C", "C", "C", "C", "C", "C", "C", "C", "H", "H", "H", "H", "H", "H", "H", "H", "H", "H", "C", "N", "C", "C", "N", "H", "H", "H", "H", "H", "H", "N", "C", "C", "C", "C", "C", "C", "C", "N", "C", "C", "N", "C", "H", "H", "H", "H", "H", "H", "H", "C", "C", "C", "C", "Si", "C", "C", "C", "C", "C", "C", "C", "C", "H", "H", "H", "H", "H", "H", "H", "H", "H", "H", "H", "H", "H", "H", "H", "H", "H", "H", "H", "H", "H", "H", "H", "H", "H", "H", "H"],
  "positions_angstrom": [[-1.31711, -0.72730, -0.93153], [-3.75771, -0.85066, -4.39405], [-4.31388, -1.05281, -2.97904], [-5.82378, -1.25856, -3.11913], [-3.49590, -2.68091, -2.52202], [-4.30925, -3.16174, -1.21074], [-3.87543, -3.55024, -3.67884], [-2.05162, -2.45481, -2.19736], [-3.97549, 0.66341, -2.28043], [-4.83748, 0.70790, -0.91459], [-4.64193, 1.53113, -3.30226], [-2.51521, 0.82469, -2.00660], [-3.99123, -1.67412, -4.95264], [-2.72994, -0.78304, -4.39058], [-4.13082, 0.04327, -4.73954], [-6.03447, -2.16398, -3.69569], [-6.28264, -0.38726, -3.59353], [-6.25997, -1.37517, -2.12873], [-3.86478, -2.84604, -0.39905], [-4.38597, 0.23006, -0.18635], [-0.44273, -0.50351, 2.79208], [-2.52959, -0.73319, 3.16158], [-3.89595, -1.41133, 1.63750], [-3.12283, 0.87648, 3.80996], [-3.99023, 1.67926, 3.08089], [-4.31852, 2.95115, 3.54306], [-3.78236, 3.42011, 4.73229], [-2.91850, 2.61520, 5.46886], [-2.58468, 1.35234, 5.00657], [-2.83522, -1.85088, 4.59580], [-4.12395, -1.94940, 5.12121], [-4.40488, -2.86605, 6.12286], [-3.40205, -3.70334, 6.60293], [-2.11981, -3.61182, 6.08084], [-1.83704, -2.68442, 5.08033], [-4.40216, 1.31215, 2.14967], [-4.99095, 3.57470, 2.96585], [-4.02753, 4.41532, 5.08461], [-2.49869, 2.98032, 6.39925], [-1.88531, 0.73281, 5.55643], [-4.90740, -1.31313, 4.72547], [-5.40954, -2.94196, 6.52335], [-3.62385, -4.42969, 7.37771], [-1.33782, -4.26782, 6.44672], [-0.84002, -2.59251, 4.66411], [2.19372, 0.47762, -6.16244], [1.58174, -0.74116, -5.64420], [2.46787, -1.80929, -5.21226], [0.28823, -0.76230, -5.34647], [-0.85246, -0.77873, -5.15338], [2.69935, 0.26569, -7.10956], [2.92143, 0.87158, -5.45109], [1.42768, 1.23006, -6.32541], [3.10585, -2.11088, -6.04681], [1.87876, -2.66616, -4.89481], [3.10161, -1.47892, -4.38514], [6.86228, -6.34314, 5.08329], [6.15782, -5.85022, 4.32533], [5.28415, -5.22801, 3.36367], [5.67184, -5.12225, 2.03431], [4.84879, -4.51530, 1.10576], [3.61182, -4.00272, 1.48573], [3.22071, -4.11195, 2.81956], [4.04890, -4.71600, 3.74325], [2.77218, -3.39883, 0.54821], [2.94335, -3.34757, -0.83415], [1.87209, -2.66401, -1.30335], [1.04827, -2.28051, -0.26625], [1.59190, -2.73236, 0.81304], [6.62968, -5.52374, 1.73061], [5.17772, -4.43453, 0.08010], [2.26226, -3.72595, 3.13734], [3.73400, -4.80156, 4.77451], [3.77786, -3.79244, -1.34550], [1.62545, -2.41455, -2.31991], [1.19903, -2.55300, 1.80578], [1.82739, 4.29440, -2.90373], [0.74124, 3.31503, -2.42116], [-0.56450, 4.09773, -2.23568], [0.45843, 2.31618, -3.55112], [1.14013, 2.27245, -0.76447], [0.99255, 3.53517, 0.77274], [-0.49379, 3.60490, 1.15633], [1.51510, 4.96663, 0.54546], [1.72214, 2.98729, 2.00389], [3.07950, 1.72948, -0.86866], [3.32446, 1.03693, -2.21163], [3.33822, 0.67518, 0.21486], [4.14155, 2.83416, -0.71580], [1.47046, 4.88247, -3.77158], [2.73140, 3.76499, -3.22332], [2.11332, 5.00302, -2.12150], [-0.84907, 4.57738, -3.18744], [-0.48299, 4.88727, -1.48505], [-1.37871, 3.42316, -1.94666], [0.20313, 2.85992, -4.48014], [-0.38804, 1.67419, -3.28782], [1.31814, 1.67438, -3.75959], [-1.13244, 3.91748, 0.32674], [-0.63795, 4.31548, 1.98945], [-0.84409, 2.62072, 1.48505], [0.94962, 5.49320, -0.22651], [2.56922, 4.96743, 0.24917], [1.43084, 5.56342, 1.47406], [1.41247, 1.95988, 2.22078], [1.47289, 3.60325, 2.88441], [2.81018, 3.00967, 1.88848], [2.55332, 0.27499, -2.39156], [4.31190, 0.53878, -2.20941], [3.31350, 1.75021, -3.04159], [2.58035, -0.11238, 0.16869], [3.31051, 1.09904, 1.21975], [4.33654, 0.21945, 0.06962], [4.05674, 3.58989, -1.50106], [5.16563, 2.41169, -0.76885], [4.05303, 3.34199, 0.24786]],
  "lowdin_charge": [0.51, 0.13, -0.47, -0.10, 0.26, -0.19, -0.34, -0.49, 0.27, -0.18, -0.34, -0.49, 0.13, 0.06, 0.13, 0.07, 0.07, 0.08, -0.06, -0.06, 0.28, 0.08, 0.38, -0.41, -0.10, -0.08, -0.11, -0.10, -0.11, -0.41, -0.11, -0.10, -0.11, -0.10, -0.11, 0.06, 0.10, 0.09, 0.09, 0.10, 0.10, 0.09, 0.09, 0.09, 0.04, -0.05, -0.20, -0.05, -0.27, 0.20, 0.08, 0.08, 0.09, 0.08, 0.09, 0.08, 0.13, -0.19, -0.25, -0.03, 0.00, -0.17, 0.01, -0.02, -0.01, -0.05, -0.12, 0.07, -0.16, 0.12, 0.10, 0.11, 0.12, 0.10, 0.09, 0.05, -0.12, -0.65, -0.13, -0.15, 0.86, -0.66, -0.14, -0.13, -0.14, -0.65, -0.16, -0.14, -0.12, 0.07, 0.05, 0.05, 0.07, 0.05, 0.07, 0.08, 0.05, 0.02, 0.05, 0.07, 0.05, 0.05, 0.05, 0.07, 0.03, 0.07, 0.05, 0.05, 0.07, 0.04, 0.04, 0.05, 0.07, 0.05, 0.07, 0.05]
}